[1]
A structure of composition C29H52BCl2F2LiMg2N2O13PS at a distorted geometry, computed with ωB97M-V/def2-TZVPD.

Atoms and positions in Å:
1 C -5.64004 -1.00035 -1.38393
2 C -4.80076 -0.88993 -0.01552
3 C -3.79809 0.37458 0.00090
4 C -4.06672 1.40619 1.23714
5 C -3.08207 1.07381 2.46394
6 C -2.21426 2.31322 2.97995
7 C -0.87741 2.57085 2.15318
8 C -1.10596 2.87264 0.60012
9 C 0.32568 2.76330 -0.14196
10 C 0.63875 1.24492 -0.62739
11 C 1.73093 0.52188 0.30268
12 C 1.28431 -0.97213 0.76342
13 C -0.07654 -0.92000 1.60538
14 C -0.68599 -2.35836 1.97483
15 C 0.07262 -3.56801 1.28616
16 O -0.08994 -3.64591 -0.12662
17 C -1.41559 -3.97782 -0.46551
18 O -2.30087 -4.33629 0.31767
19 O -1.73236 -3.91771 -1.83841
20 P -1.76785 -2.26928 -2.35157
21 S 0.00441 -1.45008 -2.53043
22 H -6.68733 -1.37613 -1.09961
23 H -5.75309 0.03702 -1.85126
24 H -5.18390 -1.74704 -2.11215
25 H -5.54283 -0.76065 0.83393
26 H -4.19348 -1.85616 0.10287
27 H -4.00127 0.96148 -0.99641
28 H -2.72360 -0.03097 -0.00198
29 H -3.83102 2.49211 0.90899
30 H -5.14272 1.23744 1.56841
31 H -3.75779 0.76261 3.34154
32 H -2.48652 0.14866 2.18791
33 H -2.86639 3.24136 3.07295
34 H -1.89447 2.05429 4.05461
35 H -0.39094 3.51431 2.59823
36 H -0.09875 1.74947 2.23308
37 H -1.80472 2.14801 0.06864
38 H -1.42303 3.97012 0.52400
39 H 0.28524 3.40113 -1.09014
40 H 1.17758 3.14572 0.52227
41 H 1.12584 1.37176 -1.66014
42 H -0.31265 0.64869 -0.79900
43 H 2.66384 0.36426 -0.34884
44 H 1.97471 1.18430 1.20994
45 H 2.13270 -1.34934 1.44883
46 H 1.24153 -1.57527 -0.19829
47 H 0.14201 -0.38382 2.59587
48 H -0.87314 -0.34016 1.04728
49 H -1.80336 -2.33152 1.74501
50 H -0.62038 -2.49442 3.12151
51 H -0.35515 -4.54999 1.76859
52 H 1.19030 -3.52872 1.62498
53 H -2.60612 -1.51301 -1.46803
54 H -2.34321 -2.29157 -3.67528
55 Mg 1.94141 -2.97866 2.77918
56 B 2.63011 -6.49527 -2.02350
57 O 1.22741 -6.79713 -2.34643
58 C 1.23969 -7.72654 -3.31076
59 O 0.25445 -8.19978 -3.80623
60 C 2.61813 -8.06097 -3.65181
61 O 2.96770 -8.85795 -4.48016
62 O 3.45673 -7.33798 -2.89857
63 O 2.92261 -5.06543 -2.23711
64 C 3.32535 -4.57133 -1.07437
65 O 3.64165 -3.41779 -0.89077
66 C 3.31628 -5.63323 -0.05838
67 O 3.62893 -5.50078 1.12082
68 O 2.91188 -6.76912 -0.59763
69 C 3.35867 -3.67432 -7.46459
70 C 4.21187 -4.54611 -6.54912
71 C 3.91949 -6.04004 -6.70651
72 C 2.48752 -6.31911 -6.36584
73 N 1.35466 -6.52884 -6.10710
74 H 2.29433 -3.77258 -7.23694
75 H 3.62128 -2.62115 -7.33909
76 H 3.51225 -3.94053 -8.51455
77 H 4.04199 -4.24313 -5.51117
78 H 5.26798 -4.36493 -6.76819
79 H 4.56279 -6.62183 -6.04165
80 H 4.11210 -6.36361 -7.73272
81 F -2.57108 -0.21304 -3.21612
82 O 2.48198 -4.04467 6.00032
83 H 2.47551 -4.96125 6.28432
84 Li 0.69604 -5.76796 2.07179
85 Cl 1.37911 5.00997 1.97456
86 C 1.48531 6.20804 3.29107
87 C 1.98701 5.59340 4.58047
88 Cl 0.80091 4.47011 5.29314
89 H 0.49933 6.66018 3.41827
90 H 2.17590 6.98516 2.95790
91 H 2.16469 6.37677 5.31935
92 H 2.92058 5.04970 4.43025
93 F 5.53340 -5.79106 1.23719
94 Mg -4.48931 2.70944 -0.90093
95 C -2.02507 10.82238 4.06369
96 C -1.29836 9.61270 3.53900
97 O -1.46133 8.49601 4.01572
98 N -0.43749 9.79441 2.49966
99 C -0.11341 11.02577 1.80790
100 H -2.67351 10.52617 4.88789
101 H -1.30965 11.55922 4.43451
102 H -2.64359 11.26000 3.27729
103 H 0.01394 8.94290 2.19930
104 H -0.36442 10.90416 0.75223
105 H 0.96021 11.20121 1.90137
106 H -0.65407 11.87895 2.21075

Output
DFT total energy: -4515.33696 Eh
molecular weight: 875.04 g mol⁻¹
E_HOMO: -9.396 eV
total charge: +1

=====

[2]
The molecule C29H52I2N2O5 at a distorted geometry, computed with ωB97M-V/def2-TZVPD.

Atoms and positions in Å:
1 H 1.53554 4.53921 0.46848
2 N 0.73219 3.98369 0.06841
3 C 1.14133 2.64485 0.09676
4 C 0.05704 1.51246 -0.48811
5 C 0.49795 -0.04358 -0.05988
6 O -0.61034 -0.92569 0.23291
7 C -1.43386 -0.61870 1.37002
8 C -2.91744 0.06728 1.01646
9 C -3.24898 0.12422 -0.58561
10 C -4.34985 1.32004 -0.94364
11 I -5.83086 1.66185 0.63148
12 C -0.80500 0.29060 2.57101
13 C 0.14712 -0.64976 3.57469
14 C 1.07770 0.26886 4.57098
15 C 0.47408 0.29289 6.13016
16 N 0.86738 1.68040 6.67302
17 C -0.19196 2.76519 6.64849
18 C 0.65960 4.04779 7.25014
19 C 2.20004 3.51153 7.59327
20 C 2.27075 1.91058 7.18896
21 O -1.77409 -1.92146 2.03141
22 C -2.50479 -2.82451 1.16497
23 C -3.93492 -3.18788 1.94772
24 C -5.27024 -2.87211 1.05179
25 C 1.35896 -0.78545 -1.29617
26 C 2.52914 -1.78823 -0.76534
27 C 2.19947 -2.62918 0.59993
28 O 2.93779 -2.00704 1.72387
29 O 0.44288 -1.28374 -2.30506
30 C 0.19389 -2.71747 -2.29090
31 I 1.35602 -3.84344 -3.83220
32 O 2.08769 0.35947 -1.94113
33 C 2.95381 -0.07977 -3.02580
34 C 2.70925 0.98191 -4.29082
35 C 4.15765 1.51134 -4.90868
36 C 1.94528 0.21699 -5.54820
37 C 0.32311 0.45533 -5.59062
38 C -0.06033 2.04261 -5.80761
39 C -0.22740 -0.38560 -6.92664
40 H 2.19189 2.29926 0.51148
41 H -0.15863 1.63159 -1.63121
42 H -0.96546 1.79843 0.05848
43 H 1.31520 0.06328 0.80413
44 H -3.79050 -0.40072 1.67164
45 H -2.82975 1.20036 1.37933
46 H -2.33174 0.31625 -1.28497
47 H -3.76771 -0.89146 -0.89834
48 H -4.87780 1.07505 -1.97602
49 H -3.71838 2.30489 -1.12962
50 H -0.29341 1.28910 2.25364
51 H -1.72508 0.60670 3.26432
52 H 0.72227 -1.48463 2.99163
53 H -0.62099 -1.22356 4.28629
54 H 2.20561 -0.07883 4.56493
55 H 0.96295 1.39006 4.18515
56 H 0.94421 -0.57166 6.78368
57 H -0.70368 0.14521 6.14706
58 H -1.31072 2.68255 6.29081
59 H 0.21489 5.12358 7.37179
60 H 3.11325 4.13313 8.02121
61 H 3.15705 1.14134 7.24826
62 H -1.90859 -3.85895 1.15159
63 H -2.64664 -2.52096 0.05181
64 H -3.94167 -2.67954 3.02487
65 H -3.95199 -4.36005 2.17298
66 H -5.37417 -1.72733 0.82699
67 H -5.33963 -3.50067 0.06581
68 H -6.20412 -3.17792 1.72938
69 H 3.46365 -1.09623 -0.48928
70 H 2.94217 -2.55339 -1.55716
71 H 1.06807 -2.82889 0.81167
72 H 2.69648 -3.70538 0.45667
73 H 3.30140 -2.80392 2.24954
74 H 0.21301 -3.24121 -1.24186
75 H -0.93246 -2.85428 -2.67030
76 H 4.07894 0.09738 -2.68935
77 H 2.76168 -1.14191 -3.46356
78 H 2.09907 1.92314 -3.91184
79 H 3.99320 1.96271 -5.99382
80 H 4.80892 0.52438 -5.06231
81 H 4.68508 2.30804 -4.22606
82 H 2.39875 0.58974 -6.58215
83 H 2.11310 -0.95655 -5.54117
84 H -0.26735 0.02817 -4.67342
85 H -0.51128 2.43991 -4.77621
86 H -0.86117 2.13000 -6.66593
87 H 0.85787 2.69684 -6.13051
88 H -1.18997 -1.00693 -6.68418
89 H 0.60698 -1.18362 -7.22978
90 H -0.38837 0.32204 -7.86459

Output
SMILES string: [H]/N=C/C[C@@H](O[C@](CCCI)(CCCCn1cccc1)OCCC)[C@@](CCO)(OCI)OC[C@@H](C)CC(C)C
DFT total energy: -2216.58657 Eh
molecular weight: 762.55 g mol⁻¹
E_HOMO: -7.823 eV

=====

For each record above, in turn, the calculated orbital gap values are 0.045; 0.286 Ha.